Record 1
C18H14Br2FeO3Zn | wB97M-V/def2-TZVPD

Last column: Löwdin charge in e.
CARTESIAN COORDINATES (ANGSTROEM)
C: 2.87 -0.15 0.23  -0.068
Br: 0.54 6.48 0.43  -0.141
O: -1.26 -5.06 -0.99  0.227
H: 2.35 -1.02 0.60  0.080
H: -0.16 3.34 0.53  0.075
Zn: 2.28 4.99 0.94  0.065
C: -3.28 -0.60 0.51  -0.078
C: -1.18 -1.72 1.10  -0.065
C: -0.73 -1.74 -0.26  -0.129
Fe: -2.71 -2.53 -0.15  0.078
C: -1.51 -1.19 -1.27  -0.073
C: -2.81 -0.47 -0.94  -0.231
C: 2.23 1.07 0.19  -0.198
H: 4.68 -1.19 -0.21  0.088
C: 0.73 2.78 0.30  -0.182
H: 0.22 -2.22 -0.51  0.143
H: -3.62 -0.68 -1.67  0.100
C: 1.95 3.39 -0.30  -0.323
C: 4.19 2.12 -0.75  -0.042
C: 4.17 -0.24 -0.22  -0.122
C: -3.65 -3.50 1.18  -0.015
Br: 2.45 4.36 3.18  -0.138
H: -2.60 0.62 -1.09  0.134
O: -4.90 -2.90 -2.18  0.223
H: 1.77 3.76 -1.32  0.093
H: 4.69 2.99 -1.12  0.105
C: 0.87 1.48 0.58  -0.069
C: -2.45 -1.16 1.47  -0.117
C: -1.82 -4.12 -0.67  -0.013
C: 4.83 0.89 -0.70  -0.108
H: -2.78 -1.20 2.51  0.147
H: 0.13 0.83 1.00  0.072
H: 5.84 0.80 -1.05  0.092
H: -4.25 -0.19 0.80  0.142
H: -1.17 -1.23 -2.31  0.145
C: -4.08 -2.80 -1.40  -0.035
O: -4.21 -4.07 2.00  0.224
C: 2.88 2.21 -0.31  -0.227
H: -0.54 -2.15 1.88  0.142

Results
HOMO-LUMO gap, eV: 5.0
Maximum force, eV/Å: 5.75
M, g mol⁻¹: 559.35
Energy, eV: -247923.98343



Record 2
C18H14BrN4O2PdSbSe4 | wB97M-V/def2-TZVPD

Last column: Löwdin spin population.
CARTESIAN COORDINATES (ANGSTROEM)
Se: -2.02 -3.13 1.54  0.835
H: -0.08 3.18 5.31  0.000
C: 2.15 -0.88 1.14  0.008
H: 4.91 -2.78 1.20  0.000
H: 3.35 -4.26 -0.07  0.000
H: -1.95 -0.85 -5.24  0.000
Pd: -0.83 -0.93 0.77  0.999
Se: -0.96 -2.07 3.17  0.777
C: -1.07 3.55 2.10  0.003
C: 0.23 1.79 3.70  0.003
C: -0.70 1.96 0.20  0.011
C: -2.29 -1.75 -3.32  0.012
Br: 0.58 -3.93 -0.97  0.018
C: -0.53 2.36 1.63  0.003
C: -0.87 0.12 -3.67  0.004
H: -2.98 -2.51 -3.67  0.001
N: 1.30 -1.68 0.48  0.050
C: 4.35 -0.27 2.18  0.000
H: 5.40 -0.56 2.08  0.000
Se: -4.50 1.78 2.25  0.343
C: 3.04 -3.30 0.30  0.002
C: -0.22 2.97 4.25  0.000
H: 4.23 0.75 1.82  0.000
H: 4.10 -0.28 3.24  0.000
C: -0.89 3.87 3.43  0.003
C: -1.98 -1.68 -1.98  0.018
C: 0.27 1.25 -1.78  0.001
N: 0.33 1.52 -0.42  0.008
H: -1.62 4.19 1.42  0.000
C: -0.62 0.14 -2.30  0.004
Se: -4.91 0.29 -0.98  0.759
H: -2.41 -2.38 -1.27  0.005
C: 3.46 -1.22 1.43  0.002
N: -1.15 -0.76 -1.47  0.060
H: 0.72 1.04 4.32  0.000
C: -1.72 -0.83 -4.18  -0.001
H: -1.28 4.80 3.83  0.000
N: 0.10 1.48 2.42  0.010
Sb: -3.12 0.59 0.74  0.048
H: -0.40 0.88 -4.28  0.001
C: 1.75 -2.85 0.06  0.004
O: -1.92 2.05 -0.29  0.008
C: 3.89 -2.47 1.00  -0.001
H: 1.74 0.08 1.45  0.002
O: 0.97 1.84 -2.57  0.001

Results
2S+1: 5
HOMO-LUMO gap (alpha / beta), eV: 7.3 / 5.5
⟨S²⟩: 6.032
Maximum force, eV/Å: 0.50
M, g mol⁻¹: 942.26
Energy, eV: -370394.27770



Record 3
C18H14Cl2CuF12N4O12S4 | wB97M-V/def2-TZVPD

Last column: Löwdin spin population.
CARTESIAN COORDINATES (ANGSTROEM)
H: -2.44 3.61 -5.40  0.000
O: -1.28 -1.67 -3.48  0.000
Cl: -2.89 -1.94 -0.62  0.020
O: 2.06 -2.48 0.17  0.006
H: -1.24 5.74 -4.80  0.000
C: -0.42 4.94 -2.98  0.000
S: -0.19 -0.62 3.05  0.005
C: 0.69 -4.57 -0.52  0.001
F: 2.10 -1.65 -4.63  0.000
F: -0.95 -3.02 2.38  0.001
O: -0.34 0.21 4.17  0.008
N: 0.25 -2.04 -1.50  0.041
N: -0.95 -0.06 1.65  0.048
H: 0.17 5.82 -2.75  0.000
C: 1.24 -0.99 -3.86  0.000
F: 1.89 -0.33 -2.91  0.000
H: -3.70 -3.35 1.74  0.000
H: 5.79 0.67 4.34  0.000
C: -4.48 -2.58 -0.09  0.005
O: 0.26 -3.47 -3.65  0.005
H: 4.82 2.87 3.70  0.000
H: -5.32 -2.02 -0.50  0.000
O: 2.71 1.94 -0.49  0.002
S: -2.02 1.12 2.01  0.002
H: 3.55 -1.21 1.24  0.000
F: 1.66 -5.41 -0.16  0.000
O: 2.47 -3.30 -2.07  0.006
C: -4.50 -2.69 1.41  0.000
F: -1.08 3.46 1.28  0.000
C: -0.37 3.85 -2.13  0.000
N: -0.92 1.52 -1.69  0.000
C: 4.50 1.96 3.21  0.000
H: 3.17 3.00 1.87  0.000
H: -4.56 -3.55 -0.59  0.001
H: 5.21 -1.33 3.03  0.000
S: 1.54 -3.01 -1.05  0.005
F: -0.74 -2.67 4.53  0.000
H: -2.25 1.69 -3.96  0.000
O: 1.10 -1.06 2.66  0.004
C: 3.83 -0.31 1.76  0.000
O: -2.87 1.43 0.90  0.000
F: -0.06 -5.11 -1.45  0.000
C: -1.14 -2.18 3.37  0.001
F: -0.06 -4.29 0.56  0.001
C: -1.72 2.60 -3.71  0.000
O: 1.60 0.18 0.07  0.015
C: 3.59 2.05 2.17  0.000
F: 0.30 2.35 2.49  0.000
C: -1.83 3.71 -4.51  0.000
H: -4.51 -1.69 1.82  0.000
S: -0.01 -2.18 -3.11  0.002
F: -2.46 -1.95 3.49  0.000
C: 5.05 0.74 3.56  0.000
C: -1.01 2.69 -2.52  0.001
C: 3.28 0.91 1.47  0.000
O: -2.75 0.79 3.19  0.006
C: -1.13 4.86 -4.18  0.000
O: -1.17 0.42 -2.15  0.012
Cl: -6.01 -3.51 1.92  0.000
O: -0.59 1.65 -0.53  0.010
F: -1.44 3.26 3.40  0.000
F: 0.57 -0.11 -4.62  0.000
C: -0.99 2.65 2.33  0.000
N: 2.48 1.01 0.25  0.002
H: 0.24 3.89 -1.24  0.000
Cu: -0.49 -0.80 -0.13  0.787
C: 4.73 -0.39 2.81  0.000

Results
2S+1: 2
HOMO-LUMO gap (alpha / beta), eV: 8.6 / 6.4
⟨S²⟩: 0.752
Maximum force, eV/Å: 2.35
M, g mol⁻¹: 969.02
Energy, eV: -195050.09390



Record 4
C18H14ClCoIN5O9Se | wB97M-V/def2-TZVPD

Last column: Löwdin spin population.
CARTESIAN COORDINATES (ANGSTROEM)
O: -2.07 0.33 0.92  0.070
H: -4.25 -2.13 -1.78  0.000
C: 0.84 -0.07 3.06  0.001
O: 2.70 -1.93 -1.28  0.008
C: 0.00 0.05 1.97  0.005
O: -2.75 -2.54 0.69  0.025
C: -2.10 -4.05 -3.31  0.000
C: 1.47 -1.08 0.59  0.005
C: -3.42 -2.65 -2.23  0.001
O: -0.51 -3.09 0.70  0.028
N: -2.17 -2.27 -2.01  0.029
H: 3.19 3.60 -0.85  0.000
C: 2.36 3.81 -0.19  0.001
N: -0.98 2.67 0.09  0.018
Se: -1.70 0.82 -1.95  0.771
H: 0.57 0.33 4.02  0.000
H: 1.78 2.35 -3.02  0.000
Cl: -1.84 -3.67 0.86  0.003
H: 1.53 5.73 2.48  0.000
C: 1.40 5.00 1.70  0.000
C: 2.47 4.73 0.84  0.002
O: -2.07 -4.63 -0.18  0.001
H: -0.39 -3.00 -2.57  0.000
O: 0.49 -1.55 -1.49  0.069
O: 2.82 -0.95 3.95  0.001
H: 0.93 0.81 -2.75  0.016
O: -1.99 -4.24 2.14  0.006
C: -3.43 -3.78 -3.05  0.001
H: -0.64 4.56 2.23  0.000
C: 0.07 3.44 0.54  0.002
N: -1.39 -3.12 -2.67  0.002
C: 2.03 -0.78 2.88  0.001
C: 1.14 3.17 -0.32  0.002
C: -1.35 0.76 1.89  0.004
N: 0.33 -0.44 0.78  0.040
O: -1.60 1.72 2.61  0.011
H: -1.65 -4.83 -3.90  0.000
Co: -1.28 -1.15 -0.38  2.760
C: 0.18 4.36 1.57  0.002
C: 1.49 1.61 -2.27  0.018
H: -1.86 2.51 0.58  0.002
C: 2.37 -1.27 1.61  0.001
C: 1.61 -1.59 -0.85  0.004
H: 3.41 5.25 0.98  0.000
C: -0.59 1.95 -0.97  0.078
H: 3.29 -1.81 1.43  0.000
H: 3.57 -1.52 3.73  0.000
N: 0.69 2.23 -1.24  0.011
I: -5.08 -4.81 -3.74  0.001
H: 2.39 1.18 -1.83  0.001

Results
2S+1: 5
HOMO-LUMO gap (alpha / beta), eV: 8.5 / 5.0
⟨S²⟩: 6.013
Maximum force, eV/Å: 0.79
M, g mol⁻¹: 744.59
Energy, eV: -168361.65742